No. 1
{
  "formula": "C2H12F6NaO12S2",
  "method": "wB97M-V/def2-TZVPD",
  "symbols": ["Na", "C", "F", "F", "F", "S", "O", "O", "O", "C", "F", "F", "F", "S", "O", "O", "O", "O", "H", "H", "O", "H", "H", "O", "H", "H", "O", "H", "H", "O", "H", "H", "O", "H", "H"],
  "xyz": [[-5.9752, 4.5143, -23.6980], [-7.2567, 8.5004, -22.2811], [-6.7165, 7.5791, -21.4680], [-8.4425, 8.8392, -21.7431], [-6.4620, 9.5693, -22.2368], [-7.4579, 7.8773, -24.0394], [-7.3742, 6.4314, -23.9171], [-8.7735, 8.3458, -24.4046], [-6.3514, 8.4954, -24.7196], [-3.4771, 3.7003, -19.6736], [-4.0378, 2.7545, -18.9095], [-2.4411, 4.2243, -19.0022], [-2.9769, 3.0964, -20.7754], [-4.7133, 5.0244, -20.0849], [-3.9090, 6.0882, -20.6258], [-5.5912, 4.3908, -21.0753], [-5.3285, 5.2398, -18.8127], [-8.3910, 5.0929, -21.2025], [-7.4666, 4.8960, -21.0040], [-8.6538, 5.6841, -20.4920], [-8.1672, 3.5457, -24.7228], [-8.5407, 3.4182, -25.5986], [-8.2869, 2.7007, -24.2731], [-5.3861, 4.2110, -26.4926], [-6.1456, 4.3867, -27.0558], [-5.4091, 3.2612, -26.3388], [-4.1362, 3.0609, -23.2409], [-4.1711, 2.3799, -22.5644], [-3.2015, 3.1972, -23.4151], [-7.2365, 2.1759, -21.5301], [-6.6795, 2.9211, -21.2324], [-6.6859, 1.3977, -21.4084], [-4.2624, 6.3531, -23.4476], [-3.5118, 6.0349, -23.9572], [-3.9592, 6.3617, -22.5225]],
  "nbo_charge": [0.93, 0.68, -0.34, -0.34, -0.33, 2.35, -1.04, -0.99, -0.99, 0.68, -0.32, -0.32, -0.35, 2.38, -0.98, -1.07, -0.95, -0.95, 0.48, 0.46, -0.94, 0.47, 0.48, -0.94, 0.48, 0.47, -0.96, 0.49, 0.48, -0.97, 0.50, 0.45, -0.96, 0.45, 0.50],
  "largest_force_ev_per_a": 0.95,
  "e_above_lowest_ev": 1.117,
  "homo_lumo_gap_ha": 0.2644,
  "charge": -1
}

---

No. 2
{
  "formula": "C4H9Cl8OSn",
  "method": "wB97M-V/def2-TZVPD",
  "symbols": ["Sn", "O", "H", "C", "Cl", "Cl", "H", "H", "C", "Cl", "Cl", "H", "H", "C", "Cl", "Cl", "H", "H", "C", "Cl", "Cl", "H", "H"],
  "xyz": [[-1.5472, 1.8671, 8.9160], [-0.3113, -0.0261, 10.7452], [0.2890, -0.7116, 11.0978], [2.7627, 0.8674, 11.3560], [4.0907, 1.2003, 10.2315], [3.3721, 0.0852, 12.8828], [2.2336, 1.7674, 11.6695], [2.0480, 0.2654, 10.7949], [1.5310, -2.5674, 9.3386], [1.0426, -4.2386, 9.0604], [3.0176, -2.1513, 8.4066], [0.6968, -1.9647, 8.9792], [1.7037, -2.4291, 10.4059], [0.0745, 1.5070, 13.6999], [1.2374, 2.8621, 13.9253], [-1.1811, 1.5592, 14.9443], [-0.3132, 1.5486, 12.6821], [0.6108, 0.5662, 13.8238], [-2.2516, -1.9136, 12.1597], [-2.8844, -1.7949, 13.8730], [-3.0252, -3.3366, 11.3658], [-2.5572, -1.0435, 11.5788], [-1.1656, -1.9991, 12.1988]],
  "nbo_charge": [1.77, -1.23, 0.48, -0.40, 0.04, -0.02, 0.20, 0.20, -0.41, 0.01, 0.00, 0.20, 0.20, -0.43, 0.10, 0.26, 0.23, 0.25, -0.38, 0.30, 0.15, 0.23, 0.24],
  "largest_force_ev_per_a": 3.12,
  "multiplicity": 2,
  "s_squared": 0.762,
  "homo_lumo_gap_ha": [0.1465, 0.0869],
  "charge": 2
}

---

No. 3
{
  "formula": "C6H15N",
  "method": "wB97M-V/def2-TZVPD",
  "symbols": ["C", "C", "N", "C", "C", "C", "C", "H", "H", "H", "H", "H", "H", "H", "H", "H", "H", "H", "H", "H", "H", "H"],
  "xyz": [[-2.7594, -1.1624, 1.0921], [-1.3658, -0.5871, 1.3775], [-0.6478, -0.6219, 0.0779], [0.5250, 0.1894, 0.0019], [1.8378, -0.4916, 0.4620], [0.6162, 0.8887, -1.4265], [1.7572, 1.8566, -1.6496], [-2.8201, -2.0663, 1.7321], [-2.8958, -1.5912, 0.0955], [-3.5787, -0.4992, 1.2088], [-0.7968, -1.3669, 1.9739], [-1.3929, 0.4531, 1.7912], [-0.7842, -1.5432, -0.3000], [0.4180, 1.0261, 0.7313], [2.2448, -0.1783, 1.4298], [1.8995, -1.5782, 0.5560], [2.7037, -0.3400, -0.2371], [0.2895, 0.2647, -2.2304], [-0.2850, 1.5241, -1.2433], [1.6913, 2.6823, -0.9362], [2.7189, 1.3609, -1.4406], [1.8097, 2.1654, -2.7052]],
  "nbo_charge": [-0.63, -0.21, -0.66, -0.03, -0.66, -0.40, -0.62, 0.20, 0.21, 0.22, 0.17, 0.20, 0.37, 0.19, 0.21, 0.21, 0.20, 0.21, 0.20, 0.21, 0.20, 0.22],
  "largest_force_ev_per_a": 3.54,
  "e_above_lowest_ev": 1.841,
  "smiles": "CCN[C@@H](C)CC",
  "homo_lumo_gap_ha": 0.3415
}

---

No. 4
{
  "formula": "C4H8OS",
  "method": "wB97M-V/def2-TZVPD",
  "symbols": ["C", "C", "C", "C", "H", "H", "H", "H", "H", "H", "H", "H", "O", "S"],
  "xyz": [[0.4640, -1.5862, -1.1783], [-0.3120, 0.4934, -0.7374], [-0.7464, 1.4270, -1.7047], [-0.9740, 0.0532, 0.5838], [-0.7539, -1.8475, -1.2062], [1.0680, -1.9726, -0.0947], [0.8926, -2.1813, -2.3763], [-0.2179, 1.7842, -2.6044], [-1.5365, 2.0909, -1.1765], [-1.2907, -0.9640, 0.5048], [-1.6952, 0.8160, 0.6701], [-0.5058, 0.3021, 2.9828], [0.9123, -0.1249, -1.0922], [0.3844, 0.0404, 1.8910]],
  "nbo_charge": [-0.35, 0.31, -0.47, -0.56, 0.21, 0.23, 0.22, 0.24, 0.19, 0.23, 0.24, 0.14, -0.56, -0.07],
  "largest_force_ev_per_a": 5.20,
  "e_above_lowest_ev": 4.745,
  "homo_lumo_gap_ha": 0.3619
}

---

No. 5
{
  "formula": "C9H14N2PTm",
  "method": "wB97M-V/def2-TZVPD",
  "symbols": ["C", "C", "C", "C", "C", "Tm", "P", "H", "H", "H", "H", "H", "H", "H", "H", "C", "C", "N", "C", "C", "N", "H", "H", "H", "H", "H", "H"],
  "xyz": [[-0.8704, -0.5336, -3.0481], [-1.6613, 0.5597, -2.6229], [-0.7873, 1.5739, -2.1327], [0.5578, 1.1229, -2.2925], [0.5233, -0.1924, -2.8183], [-0.3509, -0.8219, -0.4191], [-0.5182, -3.4634, -0.4618], [-1.2209, -1.3827, -3.6226], [-2.7397, 0.6267, -2.6586], [-1.0974, 2.5157, -1.6633], [1.3782, -0.7438, -3.1900], [1.4489, 1.6908, -2.0477], [0.6246, -4.2107, -0.9139], [-1.6036, -4.1730, -1.0707], [-0.6218, -3.9350, 0.9132], [0.7712, 2.4979, 1.2602], [0.5734, 1.2100, 1.9454], [0.1916, 0.0226, 1.4273], [0.1389, -0.9144, 2.4843], [0.5013, -0.2649, 3.6083], [0.7648, 1.0591, 3.2487], [0.0533, 3.2382, 1.6521], [1.7956, 2.8568, 1.4574], [0.6306, 2.4034, 0.1786], [-0.1419, -1.9439, 2.3193], [0.5977, -0.6153, 4.6193], [1.0624, 1.8173, 3.8481]],
  "nbo_charge": [-0.38, -0.35, -0.36, -0.36, -0.44, 0.99, -0.22, 0.23, 0.22, 0.21, 0.23, 0.21, -0.07, -0.01, 0.03, -0.68, 0.43, -0.65, -0.09, -0.10, -0.50, 0.24, 0.23, 0.27, 0.24, 0.23, 0.42],
  "largest_force_ev_per_a": 4.01,
  "e_above_lowest_ev": 0.000,
  "multiplicity": 3,
  "s_squared": 2.127,
  "homo_lumo_gap_ha": [0.1262, 0.1909]
}

---

No. 6
{
  "formula": "C4H7NO",
  "method": "wB97M-V/def2-TZVPD",
  "symbols": ["C", "N", "C", "C", "C", "O", "H", "H", "H", "H", "H", "H", "H"],
  "xyz": [[-0.0382, 0.2019, -1.7414], [1.0937, 0.2253, -0.7863], [-0.0438, -0.8127, -0.6727], [-0.8262, -0.4420, 0.5230], [-0.2205, -0.2182, 1.8308], [-0.7021, 0.9045, 1.0892], [-0.6115, 1.1298, -1.6525], [0.2176, -0.0543, -2.7694], [1.0827, 1.0155, -0.1377], [1.9451, -0.2903, -0.9126], [-1.8496, -0.8110, 0.5071], [-0.7772, -0.4447, 2.7396], [0.8663, -0.2729, 1.9458]],
  "nbo_charge": [-0.25, -0.60, -0.25, -0.01, -0.11, -0.56, 0.19, 0.20, 0.42, 0.42, 0.20, 0.18, 0.17],
  "largest_force_ev_per_a": 0.73,
  "e_above_lowest_ev": 4.991,
  "homo_lumo_gap_ha": 0.3100
}